[1]
Formula: C3H5N3OS
Source: OMol25
Level of theory: ωB97M-V with the def2-TZVPD basis set

Values from the calculation:
Orbital gap, eV: 9.89
ΔE to the lowest compared entry with this formula, charge and spin, kcal per mole: 34.3
HOMO level, Ha: -0.3372
Multiplicity: 1
E, eV: -20544.1721
Structure (SMILES): O=c1[nH]ncn1CS
LUMO level, eV: 0.72
Molecular weight, g mol⁻¹: 131.160

Atoms and positions in Å:
C 0.170524 -1.540315 0.064024
C -0.751662 0.347896 -0.745875
C 1.299190 0.620666 0.823465
N -0.777183 -1.917721 -0.737030
N -1.349462 -0.761386 -1.257094
N 0.297229 -0.156129 0.012239
O -1.101100 1.485798 -0.828938
S 0.429917 1.936057 1.767613
H 0.616568 -2.117339 0.792123
H 1.913662 0.988813 0.066167
H 1.615949 -0.098386 1.527943
H -1.862729 -0.867491 -2.128885
H -0.500903 2.079538 0.644250

Cartesian forces (eV/Å) of the 2 atoms listed first:
C -2.362 2.537 -2.342
C 0.965 -1.828 0.436

[2]
Formula: C3H5N3S
Source: OMol25
Level of theory: ωB97M-V with the def2-TZVPD basis set

Values from the calculation:
Orbital gap, eV: 8.08
ΔE to the lowest compared entry with this formula, charge and spin, kcal per mole: 128.7
HOMO level, Ha: -0.2798
Multiplicity: 1
E, eV: -18492.3184
LUMO level, eV: 0.46
Molecular weight, g mol⁻¹: 115.161

Atoms and positions in Å:
C -3.058831 0.159347 -0.897161
C -1.501966 -1.402277 -0.001206
C -0.647654 0.856580 -0.394342
N -2.621177 -0.877913 -0.397974
N -0.435969 -0.393263 -0.040328
N 2.056761 0.929215 0.223672
S 0.574710 1.939700 -0.209414
H -3.570563 0.861089 -0.165258
H -1.562722 -2.406513 0.341246
H 0.390688 -0.936595 0.245414
H 2.657526 1.085788 -0.490955
H 2.517531 1.346238 1.135725

Cartesian forces (eV/Å) of the 2 atoms listed first:
C -0.696 1.334 0.401
C -2.605 3.164 -1.599

[3]
Formula: C3H5N3S
Source: OMol25
Level of theory: ωB97M-V with the def2-TZVPD basis set

Values from the calculation:
Orbital gap (alpha / beta), eV: 7.59 / 6.81
ΔE to the lowest compared entry with this formula, charge and spin, kcal per mole: 176.3
HOMO level (alpha / beta), Ha: -0.3349 / -0.2933
Multiplicity: 1
E, eV: -18490.2507
LUMO level (alpha / beta), eV: -1.53 / -1.17
Molecular weight, g mol⁻¹: 115.161

Atoms and positions in Å:
C -2.335091 0.150388 -0.329226
C -1.965675 1.387590 -0.508685
C -0.361291 -0.951089 0.515260
N -1.546875 -0.772866 0.371423
N 2.232180 -0.492583 -0.819784
N 1.442190 1.028864 1.058618
S 1.056470 0.351333 -0.266843
H -3.255299 -0.287606 -0.687322
H -1.135141 1.914938 -0.076012
H 0.164781 -1.668287 1.102335
H 2.028472 -0.932182 -1.705070
H 2.402119 0.929866 1.357619

Cartesian forces (eV/Å) of the 2 atoms listed first:
C -0.439 -0.208 -0.486
C 0.264 0.067 0.290

[4]
Formula: C3H5N3S
Source: OMol25
Level of theory: ωB97M-V with the def2-TZVPD basis set

Values from the calculation:
Orbital gap, eV: 8.09
ΔE to the lowest compared entry with this formula, charge and spin, kcal per mole: 132.5
HOMO level, Ha: -0.2900
Multiplicity: 1
E, eV: -18492.1532
LUMO level, eV: 0.20
Molecular weight, g mol⁻¹: 115.161

Atoms and positions in Å:
C 0.179188 -0.606710 -0.272467
C 0.626308 -1.743056 -0.491094
C -0.607264 1.422163 -0.027295
N -1.726908 1.504421 -0.515372
N 1.128472 -2.988607 -0.648821
N 0.351220 2.093232 0.593614
S -2.755187 2.849644 -0.591795
H -3.719827 2.170684 -1.225176
H 0.483718 -3.717359 -0.369162
H 2.037242 -3.107712 -0.217346
H 0.121533 2.988461 1.005530
H 1.165096 1.610365 0.932185

Cartesian forces (eV/Å) of the 2 atoms listed first:
C 0.006 0.799 -0.055
C -1.227 3.256 0.882